{"formula": "C4H9NP", "method": "wB97M-V/def2-TZVPD", "elements": ["C", "C", "C", "C", "N", "P", "H", "H", "H", "H", "H", "H", "H", "H", "H"], "positions_angstrom": [[0.927552, -0.746347, 1.613501], [-0.414620, -0.137598, 1.585718], [-0.919090, -0.242030, 0.148807], [0.332201, -0.002840, -0.619968], [0.245291, 0.242996, -2.079765], [1.797207, -0.641722, 0.152513], [1.346029, -1.140921, 2.525371], [-1.094068, -0.518940, 2.343169], [-0.262578, 0.956672, 1.745211], [-1.307252, -1.253656, -0.028823], [-1.714747, 0.470235, -0.067832], [0.381331, 2.091276, -0.006698], [-0.383328, -0.437394, -2.537977], [1.182163, 0.171555, -2.501709], [-0.116090, 1.188714, -2.271516]], "forces_ev_per_angstrom": [[0.37, -0.02, -0.52], [-0.25, 0.29, 0.08], [-0.27, 0.07, -0.03], [0.14, 1.41, 0.57], [-0.02, -0.03, -0.22], [-0.11, -0.19, 0.20], [0.15, 0.02, 0.10], [-0.06, 0.02, -0.02], [-0.10, -0.17, 0.17], [0.08, -0.04, -0.07], [-0.01, 0.02, -0.01], [0.02, -1.25, -0.34], [0.28, 0.18, 0.05], [-0.32, 0.02, -0.03], [0.09, -0.34, 0.06]], "homo_lumo_gap_ha": [0.282, 0.303], "charge": 1, "total_energy_ha": -553.50044, "de_lowest_kj_mol": 390.6}

---

{"formula": "C4H9NP", "method": "wB97M-V/def2-TZVPD", "elements": ["C", "C", "C", "C", "N", "P", "H", "H", "H", "H", "H", "H", "H", "H", "H"], "positions_angstrom": [[0.625444, -0.802979, -2.578177], [-0.816326, -0.583568, -2.349332], [0.042969, 1.197599, 1.225088], [0.016618, 0.748256, 2.608280], [-0.084690, 0.428377, 0.201736], [-0.216966, 1.103128, -1.552682], [1.155455, -1.072347, -1.744471], [1.144125, -0.399011, -3.393775], [-1.248777, -0.483891, -3.308005], [-1.398746, -1.232463, -1.751993], [0.294320, 2.350004, 1.050620], [-0.458089, -0.233002, 2.722966], [-0.499714, 1.477441, 3.186128], [1.194353, 0.628331, 2.754993], [-0.307767, -0.456734, 0.519729]], "forces_ev_per_angstrom": [[-2.65, 3.01, 2.12], [1.62, 0.64, -0.77], [0.70, 2.91, -1.37], [2.23, -1.35, -0.68], [0.15, 2.98, -0.56], [0.38, -2.90, -0.82], [1.75, -1.38, 1.57], [0.46, 0.11, -1.32], [-1.13, 0.75, -0.72], [-0.28, -0.60, 0.85], [-0.64, -2.58, 0.14], [0.21, 0.14, 0.03], [0.22, 0.57, 0.95], [-2.39, 0.46, 0.65], [-0.65, -2.77, -0.07]], "homo_lumo_gap_ha": 0.313, "charge": 1, "total_energy_ha": -553.56988, "de_lowest_kj_mol": 208.3}

---

{"formula": "C4H9NS", "method": "wB97M-V/def2-TZVPD", "elements": ["C", "C", "C", "C", "N", "S", "H", "H", "H", "H", "H", "H", "H", "H", "H"], "positions_angstrom": [[0.772727, -0.986612, -0.106552], [-0.850337, 0.275105, -1.495678], [0.017571, 1.266885, 0.725323], [-0.341243, 0.025476, -0.065361], [1.835503, -0.968473, 1.068653], [-1.608548, -1.012786, 0.855233], [1.066618, -1.706795, -0.850049], [-0.028631, 0.312768, -2.180731], [-1.371223, 1.268406, -1.544523], [-1.341858, -0.732926, -1.828498], [-0.885639, 1.871283, 0.792038], [0.755277, 1.913359, 0.124957], [0.509757, 1.035461, 1.815775], [2.292904, -1.873728, 0.829571], [-0.822880, -0.687424, 1.859844]], "forces_ev_per_angstrom": [[6.20, 1.13, 7.11], [-0.66, -1.17, 0.20], [1.83, 0.70, 1.11], [0.63, -1.34, -0.86], [-5.69, -0.97, -6.33], [0.20, 0.77, -0.52], [-0.87, -0.20, -0.48], [0.81, 0.44, -0.30], [-0.24, -1.43, -0.20], [-0.05, 2.32, 0.42], [-0.05, 0.01, 0.44], [-0.80, -1.10, 0.91], [-1.34, 0.55, -2.88], [0.15, 0.80, 0.22], [-0.14, -0.51, 1.15]], "homo_lumo_gap_ha": [0.332, 0.332], "total_energy_ha": -610.62522, "de_lowest_kj_mol": 337.3}

---

{"formula": "C4H9NS", "method": "wB97M-V/def2-TZVPD", "elements": ["C", "C", "C", "C", "H", "H", "H", "H", "H", "H", "H", "H", "H", "N", "S"], "positions_angstrom": [[-1.040719, 0.636498, -0.656706], [-0.269722, 1.557732, 0.321610], [1.276444, -0.526726, 0.834768], [0.458323, -1.286541, -0.232186], [-0.706137, 0.831058, -1.690238], [-2.130774, 0.776611, -0.565704], [-0.390506, 2.587501, -0.027270], [-0.803322, 1.517634, 1.309899], [0.906467, -0.710332, 1.871850], [2.273181, -1.010927, 0.704979], [0.303627, -2.343237, -0.037990], [0.969594, -1.189882, -1.181903], [-1.442044, -1.325569, -0.902733], [-0.889865, -0.725022, -0.289432], [1.485453, 1.211201, 0.541055]], "forces_ev_per_angstrom": [[0.32, 0.62, 0.09], [-1.64, 0.30, 0.51], [0.83, -2.27, 0.14], [-0.93, 1.47, 0.49], [-0.06, 0.19, 0.06], [0.42, 0.73, -0.21], [0.28, -0.07, 0.03], [0.60, -0.10, -0.70], [0.16, 0.04, -0.83], [-0.35, 0.62, 0.65], [0.46, -0.14, 0.43], [0.40, 0.07, -0.48], [0.00, 0.36, 0.30], [-0.09, -2.03, 0.09], [-0.42, 0.21, -0.56]], "homo_lumo_gap_ha": 0.349, "total_energy_ha": -610.73375, "de_lowest_kj_mol": 52.4}